(1)
Density functional theory data (the ωB97M-V functional and the def2-TZVPD basis) for C34H39N5O3P2STi as an isolated structure in a non-equilibrium geometry.

The geometry in XYZ format:
```
85
Properties=species:S:1:pos:R:3
Ti -1.6110 -0.1239 3.5255
C 2.2678 -3.0700 0.9752
C 2.0378 -1.7723 0.8024
C 1.2244 -1.1179 -0.2771
C -0.3329 -1.3324 -0.2674
C -0.8002 -2.6901 -0.6889
C -0.0443 -3.7893 -0.8268
C 1.3850 -3.8638 -1.2781
C 2.3449 -4.0890 -0.1129
C -3.4250 -0.8055 3.1721
H 2.5109 -3.3992 1.9743
H 2.2808 -1.1066 1.6438
H 1.6197 -1.2841 -1.2928
H 1.3580 -0.0301 -0.1043
H -0.6557 -1.1026 0.7645
H -0.8195 -0.5601 -0.8880
H -1.8934 -2.7731 -0.7435
H -0.4943 -4.7736 -0.6241
H 1.6694 -2.9789 -1.8263
H 1.4583 -4.6939 -1.9857
H 2.1391 -5.0696 0.3282
H 3.3814 -4.1006 -0.4772
H -3.3638 -1.9113 3.1264
H -3.6596 -0.4128 2.1551
H -4.1654 -0.4120 3.8842
P -1.8922 1.6570 -1.7374
P 1.6826 2.3650 -0.2409
N -2.2528 0.7400 -3.2500
N -2.9146 2.9946 -2.2606
N 2.7578 1.7862 -1.4768
N 2.6718 3.9606 -0.2030
C -0.2975 2.2665 -2.4031
C 0.4438 3.1315 -1.3676
C -3.1164 -0.3586 -3.3072
C -3.3186 -0.6926 -4.6474
C -2.5982 0.2537 -5.4352
C -1.9712 1.1208 -4.5581
C -3.9991 3.4108 -1.4727
C -4.5711 4.5176 -2.0789
C -3.8321 4.7927 -3.2706
C -2.8275 3.8443 -3.3661
C 3.5861 0.6581 -1.5075
C 3.9628 0.4183 -2.8206
C 3.3692 1.4251 -3.6216
C 2.7169 2.2858 -2.7743
C 3.6715 4.5921 -0.9418
C 3.8829 5.8670 -0.4081
C 2.9550 6.0358 0.6642
C 2.2156 4.8688 0.7565
H -0.4621 2.8909 -3.3029
H 0.2818 1.3934 -2.7422
H 0.8985 3.9796 -1.9116
H -0.2641 3.6041 -0.6707
H -3.4630 -0.8139 -2.3873
H -3.8972 -1.5244 -5.0151
H -2.5235 0.3016 -6.5082
H -1.3043 1.9365 -4.7833
H -4.2124 2.8931 -0.5448
H -5.4151 5.0668 -1.6958
H -4.0003 5.5999 -3.9602
H -2.0574 3.7443 -4.1120
H 3.8519 0.1203 -0.6132
H 4.5890 -0.3871 -3.1547
H 3.3782 1.5334 -4.6898
H 2.1511 3.1506 -3.0434
H 4.1353 4.1494 -1.8103
H 4.6304 6.5699 -0.7287
H 2.8269 6.8852 1.3048
H 1.3670 4.6166 1.3671
O -1.2459 -0.5416 5.4285
C -0.8377 -1.7657 5.1422
N -0.8487 -1.9597 3.7812
S -0.8142 -3.6267 3.3255
O -2.1466 -3.9608 2.8850
O 0.3226 -3.9112 2.4870
C -0.4660 -4.0349 5.0191
C -0.0824 -5.2883 5.4808
C 0.3105 -5.4672 6.8119
C 0.2742 -4.3785 7.6847
C -0.1625 -3.1370 7.2303
C -0.5038 -2.9319 5.8678
H -0.0883 -6.1370 4.8145
H 0.6484 -6.4276 7.1857
H 0.6067 -4.5251 8.7191
H -0.2138 -2.2953 7.9093
```

Output
Expectation value of S²: 2.007
DFT total energy (hartree): -3748.63101
Kohn-Sham gap (spin up / spin down) (Ha): 0.19510 / 0.26338
2S+1: 3
Energy relative to the best compared isomer or geometry (same formula, charge and spin) (kJ/mol): 196.0
Max |F| (eV/Å): 5.07

---

(2)
Density functional theory data (the ωB97M-V functional and the def2-TZVPD basis) for a 2-piece molecular cluster, C4H3F6N overall.

The geometry in XYZ format:
```
14
Properties=species:S:1:pos:R:3
C -1.4123 -2.1406 -0.0507
C -0.7835 -2.8217 -0.9940
C 1.3599 1.3012 -0.6775
C 0.3343 2.2462 1.1774
N 0.3935 1.3168 0.1239
F -2.1224 -2.7446 0.9011
F -0.7532 -4.1304 -1.1549
F -0.0697 -2.2143 -1.9352
F -0.2856 1.7029 2.2277
F 1.5296 2.6883 1.6214
F -0.3655 3.3326 0.8276
H -1.3810 -1.0647 0.0199
H 2.2190 1.9670 -0.6219
H 1.3367 0.5613 -1.4648
```

Output
DFT total energy (hartree): -808.12161
Kohn-Sham gap (Ha): 0.37345
Structure (SMILES): C=NC(F)(F)F.FC=C(F)F
Energy relative to the best compared isomer or geometry (same formula, charge and spin) (kJ/mol): 0.0
Max |F| (eV/Å): 0.78